Record 1
The following is a DFT calculation (the ωB97M-V functional and the def2-TZVPD basis) of one molecule with the formula CH2S3 in a non-equilibrium geometry.

Results
**HOMO level (spin up / spin down)**: -9.134 / -8.957 eV
**E_tot**: -1233.79124 Ha
**Total charge**: 0
**HOMO-LUMO gap (spin up / spin down)**: 7.177 / 6.977 eV

Each line ends with the natural charge from an NBO analysis.
CARTESIAN COORDINATES (ANGSTROEM)
C  -0.415  0.482  -0.200  -0.724
S  -1.527  -0.291  0.954  0.021
S  0.472  -1.097  -0.435  0.432
S  1.912  -1.209  0.801  -0.184
H  -0.693  0.932  -1.256  0.235
H  0.251  1.182  0.135  0.220

---

Record 2
The following is a DFT calculation (the ωB97M-V functional and the def2-TZVPD basis) of a 2-piece molecular cluster, CH2S3 overall in a non-equilibrium geometry.

Results
**HOMO level**: -9.765 eV
**E_tot**: -1233.84694 Ha
**Total charge**: 0
**HOMO-LUMO gap**: 9.563 eV

Each line ends with the natural charge from an NBO analysis.
CARTESIAN COORDINATES (ANGSTROEM)
C  -2.155  0.662  0.072  -0.366
S  -2.202  -0.818  0.479  0.200
S  2.285  -0.292  -0.541  -0.281
S  -2.136  2.166  -0.396  0.168
H  1.150  -0.764  0.155  0.154
H  3.059  -0.954  0.230  0.125

---

Record 3
The following is a DFT calculation (the ωB97M-V functional and the def2-TZVPD basis) of a 2-piece molecular cluster, CH2S4 overall in a non-equilibrium geometry.

Results
**HOMO level (spin up / spin down)**: -8.393 / -7.838 eV
**E_tot**: -1631.93524 Ha
**Total charge**: 0
**HOMO-LUMO gap (spin up / spin down)**: 7.222 / 6.313 eV

Each line ends with the natural charge from an NBO analysis.
CARTESIAN COORDINATES (ANGSTROEM)
C  1.047  -0.048  -0.133  -0.468
S  0.066  -0.613  -1.267  0.235
S  2.607  0.238  0.347  0.211
S  -2.346  -0.521  0.302  0.003
S  -1.352  0.132  1.910  -0.223
H  3.249  0.433  -0.981  0.124
H  -3.272  0.379  -0.178  0.119

---

Taking the records one at a time from the top gives energy above the lowest of the compared OMol25 structures with the same formula, charge and spin values of 160.7; 14.5; 221.3 kJ/mol.